1.
The following is a quantum chemistry calculation of C20H42NPPtSi2 as an isolated structure, from the OMol25 dataset.

Its spin multiplicity is 5. Its HOMO-LUMO gap (spin up / spin down) is 0.277 / 0.189 Eh. As for the net charge: +2. As for the total energy: -51182.6083 eV.

Cartesian coordinates (Å):
C  1.120  2.755  -3.352
C  -0.174  2.304  -3.095
C  -0.411  1.150  -2.309
C  0.666  0.523  -1.648
C  1.965  0.953  -1.955
C  2.186  2.080  -2.749
C  -1.861  0.738  -2.183
C  -2.260  -0.643  -1.670
N  -1.309  -1.798  -1.951
Pt  0.437  -0.707  -0.051
C  3.137  0.263  -1.346
P  2.524  -1.304  -0.568
H  -1.027  2.805  -3.565
H  3.216  2.413  -2.881
H  1.305  3.633  -3.983
H  3.585  0.865  -0.552
H  3.910  -0.017  -2.068
H  -2.399  1.466  -1.536
H  -2.361  0.844  -3.162
H  -2.413  -0.602  -0.575
C  3.723  -1.969  0.612
C  2.598  -2.418  -1.976
H  -3.255  -0.879  -2.095
C  -0.774  -1.706  -3.343
C  -1.982  -3.125  -1.847
H  1.636  0.330  0.621
H  -1.560  -1.951  -4.075
H  -0.414  -0.722  -3.650
H  0.059  -2.416  -3.446
H  -2.265  -3.466  -2.850
H  -1.279  -3.842  -1.399
H  -2.896  -3.044  -1.255
H  3.629  -2.714  -2.161
H  2.008  -3.309  -1.771
H  2.205  -1.946  -2.873
H  4.730  -1.957  0.166
H  3.726  -1.400  1.554
H  3.436  -3.010  0.833
H  -0.316  -2.095  -1.102
C  1.815  1.862  2.651
Si  0.086  2.033  1.944
C  -0.889  2.886  3.326
C  0.131  3.285  0.542
C  -0.773  0.437  1.281
Si  -1.606  -0.612  2.636
C  -3.151  0.254  3.274
C  -2.199  -2.249  1.983
C  -0.425  -0.906  4.052
H  2.118  2.822  3.108
H  2.563  1.660  1.871
H  1.899  1.072  3.412
H  -0.419  3.866  3.542
H  -1.931  3.099  3.037
H  -0.908  2.328  4.277
H  0.963  3.119  -0.152
H  -0.792  3.249  -0.051
H  0.233  4.308  0.931
H  -1.549  0.938  0.677
H  -3.884  0.423  2.468
H  -3.632  -0.397  4.025
H  -2.974  1.228  3.752
H  -1.367  -2.900  1.688
H  -2.744  -2.758  2.791
H  -2.864  -2.151  1.119
H  0.413  -1.545  3.743
H  0.012  0.003  4.481
H  -0.971  -1.434  4.848

=====

2.
The following is a quantum chemistry calculation of C20H42O2P4Pb as an isolated structure, from the OMol25 dataset.

Its energy above the lowest of the compared OMol25 structures with the same formula, charge and spin is 0.1 kcal/mol. Its HOMO-LUMO gap (spin up / spin down) is 0.171 / 0.171 Eh. As for the net charge: +4. As for the total energy: -67872.3270 eV.

Cartesian coordinates (Å):
P  -2.242  -0.727  1.238
C  -2.537  0.236  2.765
H  -3.402  -0.204  3.297
H  -2.800  1.287  2.558
H  -1.693  0.232  3.474
C  -3.874  -0.399  0.508
H  -4.163  -1.110  -0.282
H  -3.953  0.624  0.088
H  -4.643  -0.481  1.304
C  -2.383  -2.368  2.018
H  -3.396  -2.458  2.461
H  -1.658  -2.500  2.845
H  -2.247  -3.225  1.334
P  2.299  -2.103  0.215
C  3.372  -1.877  1.665
H  4.278  -2.506  1.530
H  2.897  -2.209  2.602
H  3.725  -0.845  1.816
C  2.067  -3.890  0.433
H  1.725  -4.419  -0.471
H  1.357  -4.129  1.252
H  3.042  -4.340  0.713
C  3.608  -1.934  -1.040
H  4.364  -2.725  -0.861
H  4.135  -0.962  -0.963
H  3.274  -2.032  -2.089
P  0.427  1.834  -1.899
C  1.264  3.343  -1.302
H  1.087  4.158  -2.036
H  2.357  3.220  -1.228
H  0.901  3.712  -0.330
C  1.342  1.727  -3.465
H  1.449  2.749  -3.889
H  0.847  1.117  -4.237
H  2.369  1.329  -3.329
C  -1.152  2.651  -2.324
H  -0.948  3.430  -3.083
H  -1.602  3.162  -1.456
H  -1.929  1.983  -2.735
Pb  0.144  -0.292  -0.130
C  0.526  -0.718  2.093
O  0.695  -0.928  3.218
C  2.135  0.786  0.216
O  3.146  1.319  0.401
C  0.115  -1.697  -3.358
C  -1.112  -1.051  -3.406
C  -2.147  -1.430  -2.522
C  -2.025  -2.615  -1.813
C  -0.780  -3.281  -1.753
C  0.228  -2.901  -2.627
H  0.911  -1.427  -4.023
H  -1.322  -0.331  -4.150
H  -3.083  -0.911  -2.583
H  -2.867  -3.082  -1.378
H  -0.715  -4.192  -1.192
H  1.050  -3.535  -2.824
C  -0.566  2.598  3.431
P  -0.124  2.009  1.743
C  -1.549  2.950  0.981
C  1.533  2.791  2.088
H  -1.572  2.395  3.755
H  0.126  2.155  4.136
H  -0.480  3.696  3.445
H  -2.118  3.463  1.752
H  -1.122  3.743  0.379
H  -2.233  2.272  0.447
H  1.438  3.691  2.683
H  2.117  2.057  2.671
H  2.087  3.114  1.225

=====

3.
The following is a quantum chemistry calculation of C20H43AuNO4PSSi3 as an isolated structure, from the OMol25 dataset.

Its HOMO-LUMO gap is 0.203 Eh. As for the net charge: -2. As for the total energy: -78571.8699 eV.

Cartesian coordinates (Å):
Au  -0.082  0.319  -0.340
C  -2.835  -2.928  2.360
Si  -2.034  -1.349  1.667
C  -1.498  -0.409  3.228
C  -3.426  -0.343  0.947
C  -0.595  -1.762  0.607
Si  -1.009  -2.738  -0.884
C  -0.962  -4.604  -0.480
C  0.270  -2.569  -2.261
C  -2.703  -2.435  -1.590
Si  0.865  -2.236  1.533
C  2.294  -2.942  0.522
C  0.671  -3.462  2.961
C  1.749  -0.733  2.360
C  2.790  -0.853  3.291
C  3.498  0.266  3.687
C  3.168  1.499  3.135
C  2.110  1.545  2.242
N  1.413  0.470  1.885
H  -3.583  -2.680  3.124
H  -2.088  -3.587  2.813
H  -3.340  -3.492  1.567
H  -2.376  -0.199  3.849
H  -1.039  0.545  2.950
H  -0.774  -0.956  3.838
H  -4.049  0.034  1.766
H  -4.059  -0.920  0.266
H  -3.075  0.524  0.362
H  0.003  -4.893  -0.048
H  -1.122  -5.210  -1.380
H  -1.739  -4.866  0.249
H  1.186  -3.117  -2.022
H  0.525  -1.514  -2.404
H  -0.125  -2.951  -3.209
H  -3.481  -2.853  -0.937
H  -2.788  -2.917  -2.569
H  -2.911  -1.364  -1.722
H  2.012  -3.870  0.013
H  3.157  -3.149  1.164
H  2.596  -2.223  -0.247
H  0.216  -4.388  2.590
H  0.016  -3.073  3.745
H  1.636  -3.717  3.411
H  3.038  -1.830  3.694
H  4.311  0.182  4.400
H  3.711  2.400  3.392
H  1.805  2.483  1.783
C  3.629  2.587  -2.016
C  2.453  3.351  -1.405
P  0.906  2.349  -1.381
C  0.454  2.268  -3.159
C  0.274  3.567  -3.944
C  -0.290  3.532  -0.617
C  -0.098  5.036  -0.820
H  4.537  3.196  -2.038
H  3.407  2.286  -3.042
H  3.842  1.680  -1.446
H  2.266  4.275  -1.954
H  2.684  3.625  -0.372
H  -0.506  1.730  -3.154
H  1.186  1.606  -3.630
H  -0.682  4.021  -3.678
H  0.222  3.340  -5.012
H  1.083  4.290  -3.799
H  -0.303  3.302  0.453
H  -1.283  3.219  -0.976
H  0.803  5.414  -0.330
H  -0.956  5.569  -0.403
H  -0.039  5.298  -1.878
O  -4.194  0.585  -2.246
S  -3.032  1.481  -2.153
O  -3.144  2.409  -1.000
O  -1.798  0.621  -1.899
O  -2.771  2.227  -3.407

=====

net charge of number 2 (C20H42O2P4Pb)?
+4

=====

Which of these has the lowest net charge?
C20H43AuNO4PSSi3

=====

What is the net charge in the second record?
+4